(1)
Entry from OMol25: 7 unconnected molecules or ions with the total composition C18H18F7O18 at a distorted geometry (ωB97M-V with the def2-TZVPD basis set).

```
! RIJCOSX wB97M-V def2-TZVPD def2/J DEFGRID3
* xyz -1 1
F 0.14 0.02 0.55
C -4.17 0.60 -0.64
C -2.88 1.44 -0.52
O -3.26 2.51 0.28
C -4.56 2.48 0.45
O -5.14 3.49 0.98
O -5.18 1.40 -0.05
F -2.54 1.81 -1.78
H -4.02 -0.32 -0.15
H -4.49 0.16 -1.64
H -2.25 0.72 0.00
C 1.06 2.98 -0.52
C 1.02 3.91 0.67
O 0.43 5.11 0.06
C 0.55 5.07 -1.30
O 0.16 5.95 -1.99
O 1.03 3.93 -1.62
F 2.20 4.14 1.14
H 0.29 2.18 -0.58
H 2.00 2.54 -0.44
H 0.43 3.54 1.48
C 1.16 -3.39 -0.64
C 1.60 -2.88 0.73
O 3.08 -2.94 0.70
C 3.35 -3.53 -0.51
O 4.58 -3.70 -0.82
O 2.21 -3.66 -1.27
F 1.19 -3.64 1.87
H 0.55 -2.73 -1.15
H 0.70 -4.26 -0.37
H 1.35 -1.82 1.07
C -1.70 -2.73 2.45
C -3.19 -2.31 2.72
O -3.92 -3.42 2.20
C -3.13 -4.32 1.61
O -3.40 -5.43 1.29
O -1.89 -3.74 1.50
F -3.63 -1.19 2.18
H -1.11 -3.17 3.34
H -0.92 -2.08 2.03
H -3.47 -2.10 3.73
C -0.47 -0.61 -4.16
C 0.33 0.07 -3.04
O 0.61 1.37 -3.49
C 0.33 1.39 -4.82
O 0.37 2.41 -5.61
O -0.13 0.28 -5.20
F 1.50 -0.47 -2.97
H -1.63 -0.66 -4.08
H -0.08 -1.43 -4.46
H -0.08 0.26 -1.96
C 3.29 0.50 1.34
C 2.70 0.23 2.75
O 3.69 0.82 3.55
C 4.57 1.53 2.92
O 5.51 2.23 3.30
O 4.36 1.38 1.57
F 2.58 -1.06 3.12
H 2.79 0.81 0.37
H 3.87 -0.44 0.97
H 1.69 0.78 2.87
*
```

Results
**E_tot**: -74833.6820 eV
**E_HOMO**: -7.617 eV
**ΔE to the lowest compared entry with this formula, charge and spin**: 18.96 kcal/mol
**Strongest force on any atom**: 0.2008 hartree/bohr

natural (NBO) population analysis, charges in e, atoms 1 to 6: -0.96 -0.14 0.42 -0.46 0.96 -0.61

=====

(2)
Entry from OMol25: 7 unconnected molecules or ions with the total composition C18H18F7O18 at a distorted geometry (ωB97M-V with the def2-TZVPD basis set).

```
! RIJCOSX wB97M-V def2-TZVPD def2/J DEFGRID3
* xyz -1 1
F 61.11 -64.13 48.32
C 63.26 -65.54 50.27
C 63.25 -66.40 48.87
O 63.03 -67.66 49.38
C 62.79 -67.72 50.59
O 62.56 -68.75 51.22
O 62.80 -66.58 51.14
F 64.54 -66.16 48.38
H 62.36 -64.77 50.27
H 64.05 -64.79 50.54
H 62.67 -65.90 48.12
C 56.53 -63.04 47.84
C 57.78 -63.57 47.16
O 58.12 -62.35 46.37
C 57.06 -61.54 46.32
O 57.02 -60.45 45.75
O 56.06 -62.10 47.03
F 57.44 -64.58 46.36
H 56.83 -62.44 48.63
H 55.93 -63.88 48.14
H 58.59 -64.15 47.69
C 60.35 -64.29 44.79
C 60.49 -65.82 45.17
O 61.75 -66.13 44.55
C 62.10 -65.18 43.75
O 63.08 -65.23 42.98
O 61.32 -64.14 43.77
F 59.46 -66.65 44.74
H 60.82 -63.46 45.59
H 59.40 -64.08 44.72
H 60.51 -65.90 46.28
C 59.56 -65.01 51.24
C 59.19 -66.12 50.33
O 57.88 -65.78 49.84
C 57.40 -64.87 50.60
O 56.33 -64.41 50.52
O 58.32 -64.36 51.43
F 59.16 -67.30 51.05
H 60.25 -64.41 50.73
H 60.00 -65.20 52.39
H 60.22 -65.99 49.54
C 63.62 -63.15 46.28
C 64.72 -62.55 47.12
O 65.05 -61.29 46.54
C 64.31 -61.23 45.37
O 64.35 -60.34 44.55
O 63.63 -62.36 45.12
F 65.75 -63.46 47.22
H 62.61 -62.88 46.69
H 63.72 -64.18 46.04
H 64.42 -62.42 48.13
C 61.19 -60.98 49.35
C 60.63 -60.74 47.89
O 61.81 -60.19 47.38
C 62.71 -59.78 48.22
O 63.66 -59.14 47.92
O 62.31 -60.23 49.38
F 59.60 -59.88 47.96
H 61.39 -61.99 49.57
H 60.75 -60.62 50.31
H 60.31 -61.74 47.47
*
```

Results
**E_tot**: -74832.9608 eV
**E_HOMO**: -8.184 eV
**ΔE to the lowest compared entry with this formula, charge and spin**: 35.59 kcal/mol
**Strongest force on any atom**: 0.1685 hartree/bohr

natural (NBO) population analysis, charges in e, atoms 1 to 6: -0.95 -0.17 0.43 -0.46 0.97 -0.62

=====

(3)
Entry from OMol25: 2 unconnected molecules or ions with the total composition C18H18N2 at a distorted geometry (ωB97M-V with the def2-TZVPD basis set).

```
! RIJCOSX wB97M-V def2-TZVPD def2/J DEFGRID3
* xyz 0 1
C -0.15 -2.16 -4.62
C 0.24 -1.33 -3.46
C 1.34 -1.59 -2.68
N 1.37 -0.59 -1.66
C 0.26 0.22 -1.82
C -0.12 1.25 -0.96
C -1.36 1.82 -1.25
C -2.10 1.41 -2.40
C -1.63 0.45 -3.26
C -0.39 -0.13 -3.02
H -1.16 -2.49 -4.39
H 0.45 -3.01 -4.94
H -0.24 -1.57 -5.55
H 2.18 -2.23 -2.90
H 2.20 -0.50 -1.13
H 0.31 1.46 0.02
H -1.58 2.76 -0.76
H -3.11 1.74 -2.49
H -2.13 0.12 -4.19
C -2.43 0.27 2.15
C -1.11 0.69 2.67
C -1.01 1.54 3.71
N 0.30 1.42 4.31
C 1.08 0.64 3.51
C 2.42 0.46 3.43
C 2.94 -0.48 2.50
C 2.07 -1.21 1.72
C 0.67 -0.99 1.69
C 0.23 0.07 2.43
H -2.79 -0.62 2.64
H -2.34 0.07 1.04
H -3.24 1.03 2.25
H -1.57 2.20 4.35
H 0.74 2.31 4.64
H 3.12 1.03 4.04
H 3.99 -0.63 2.48
H 2.43 -1.83 0.90
H 0.14 -1.59 0.99
*
```

Results
**E_tot**: -21937.2226 eV
**SMILES string**: Cc1c[nH]c2ccccc12.Cc1c[nH]c2ccccc12
**E_HOMO**: -7.686 eV
**ΔE to the lowest compared entry with this formula, charge and spin**: 43.07 kcal/mol
**Strongest force on any atom**: 0.0684 hartree/bohr

natural (NBO) population analysis, charges in e, atoms 1 to 6: -0.63 -0.07 -0.05 -0.54 0.16 -0.24

=====

(4)
Entry from OMol25: 2 unconnected molecules or ions with the total composition C18H18N2 at a distorted geometry (ωB97M-V with the def2-TZVPD basis set).

```
! RIJCOSX wB97M-V def2-TZVPD def2/J DEFGRID3
* xyz 0 1
C 0.77 4.07 0.15
C 0.73 2.61 0.47
C -0.22 1.71 0.11
N 0.06 0.47 0.66
C 1.11 0.60 1.53
C 1.71 -0.31 2.40
C 2.87 0.07 3.02
C 3.36 1.39 2.89
C 2.72 2.32 2.12
C 1.57 1.92 1.40
H -0.17 4.42 -0.27
H 1.63 4.34 -0.48
H 0.92 4.62 1.09
H -0.96 1.74 -0.67
H -0.64 -0.26 0.66
H 1.28 -1.27 2.68
H 3.40 -0.55 3.69
H 4.26 1.69 3.42
H 2.97 3.37 2.06
C -2.92 -2.62 0.67
C -2.53 -1.68 -0.42
C -3.25 -0.69 -1.02
N -2.61 -0.24 -2.17
C -1.49 -1.03 -2.38
C -0.46 -0.91 -3.32
C 0.71 -1.60 -3.04
C 0.79 -2.56 -2.02
C -0.23 -2.65 -1.09
C -1.34 -1.82 -1.23
H -3.49 -3.43 0.24
H -3.44 -2.06 1.44
H -2.13 -3.23 1.11
H -4.14 -0.23 -0.60
H -3.15 0.21 -2.88
H -0.54 -0.33 -4.22
H 1.53 -1.46 -3.73
H 1.55 -3.32 -2.00
H -0.22 -3.30 -0.25
*
```

Results
**E_tot**: -21938.2988 eV
**SMILES string**: Cc1c[nH]c2ccccc12.Cc1c[nH]c2ccccc12
**E_HOMO**: -7.559 eV
**ΔE to the lowest compared entry with this formula, charge and spin**: 18.25 kcal/mol
**Strongest force on any atom**: 0.0253 hartree/bohr

natural (NBO) population analysis, charges in e, atoms 1 to 6: -0.63 -0.09 -0.03 -0.54 0.20 -0.26